# ClH18O9

A 10-piece molecular cluster, ClH18O9 overall at a distorted geometry (ωB97M-V with the def2-TZVPD basis set, the OMol25 dataset).

HOMO-LUMO gap	10.2	eV
HOMO	-7.197	eV
LUMO level	2.97	eV
relative energy (zero: lowest compared OMol25 entry of this formula, charge and spin)	113.6	kJ/mol
energy	-31245.576	eV
total charge	-1

Cartesian coordinates (Å):
Cl 7.00236 6.49639 -13.33712
O 9.18247 3.85492 -12.74953
H 9.39133 4.44800 -12.02034
H 8.45672 4.34118 -13.16207
O 3.98054 5.70036 -14.00849
H 4.87229 5.95111 -13.79727
H 3.62054 6.53521 -14.18444
O 7.06534 5.56149 -10.10919
H 6.35317 5.98958 -10.66182
H 7.07076 4.62753 -10.33594
O 9.16151 8.19235 -14.71828
H 8.52109 7.53515 -14.51034
H 9.53287 8.31820 -13.82863
O 6.13880 3.55184 -12.92027
H 5.63811 3.16997 -13.59772
H 6.31890 4.42369 -13.16707
O 4.83604 6.62353 -11.06261
H 5.05108 6.76379 -11.95627
H 4.84693 7.49786 -10.72996
O 8.44749 8.56100 -11.31930
H 9.34062 8.34464 -11.53299
H 7.81224 7.92282 -11.74754
O 6.09231 8.78007 -15.21440
H 5.37790 8.96630 -14.60514
H 6.34739 7.97909 -14.77659
O 6.06859 4.92727 -16.40664
H 6.80136 5.36622 -15.93617
H 5.70768 4.23599 -15.86692